1.
A 3-piece molecular cluster, C3H12NO2 overall, computed with ωB97M-V with the def2-TZVPD basis set.

total charge	+1
energy relative to the best compared isomer or geometry (same formula, charge and spin)	1.244	eV
total energy	-8883.6302	eV
molecular weight	94.13	g/mol
spin multiplicity	1
LUMO energy	-4.5	eV
max |F|	0.0267	hartree/bohr

Atoms and positions in Å:
C1 -1.7069 1.1029 -0.6143
H1 -0.7379 -0.5478 1.2347
H2 4.6415 0.5735 0.0892
O1 3.8956 0.2131 -0.3997
O2 -2.3734 -2.1213 0.1909
H3 -1.5020 0.3483 -1.3677
H4 0.3605 1.7893 -0.2345
H5 -1.9616 2.0314 -1.1326
C2 -0.4719 1.2816 0.2440
H6 -2.5657 0.8507 0.0037
H7 -2.6092 -2.7691 -0.4860
H8 -1.8684 -2.6747 0.8055
H9 3.7411 0.7947 -1.1533
C3 1.0080 -0.6987 0.4527
H10 1.8536 -0.2768 -0.0951
H11 -0.6445 1.8997 1.1331
N1 -0.0320 -0.0354 0.7146
H12 0.9730 -1.7616 0.6147

2.
C51H48ClCuN4OPTe as an isolated structure, computed with ωB97M-V with the def2-TZVPD basis set.

expectation value of S²	0.757
total energy	-135416.6636	eV
molecular weight	990.54	g/mol
spin multiplicity	2
LUMO energy (alpha / beta)	-0.7 / -0.7	eV
max |F|	0.0544	hartree/bohr

Atoms and positions in Å:
C1 -0.7524 4.3144 -2.1599
H1 -5.5491 2.0709 -3.2696
C2 2.3044 -4.0736 1.2946
C3 3.6961 2.6092 -1.0911
H2 -1.9521 5.6957 -3.2611
H3 -4.0141 3.1981 -1.7028
H4 3.2514 -8.1089 -0.0599
C4 2.9976 -5.2770 1.2982
H5 -1.1108 4.6606 -1.1980
C5 -1.2266 4.8950 -3.3196
C6 2.0671 -4.2444 -1.0955
Cu1 -0.6377 1.3464 0.5151
H6 -0.9210 -0.0740 3.7480
C7 1.5930 5.9451 1.8012
H7 -2.1978 3.1719 2.4385
H8 3.4472 1.1853 4.0977
H9 1.3153 2.0008 -3.5034
C8 2.8438 1.0735 2.1161
C9 -0.7472 -2.3954 1.4064
C10 -2.5944 1.6038 -1.7068
C11 2.2542 6.5582 -0.4257
C12 0.1607 3.4232 -4.6097
Cl1 0.6471 3.5120 2.4478
C13 0.6188 2.8231 -3.4499
H10 0.3459 -1.2254 4.1697
C14 -4.6240 1.5910 -2.9830
H11 2.9254 -5.9830 -1.9854
N1 2.0260 0.9266 1.3240
H12 1.1038 -2.7734 -2.3325
C15 -1.5596 -3.3800 0.8406
H13 -2.7411 -0.5942 0.8730
H14 2.8082 -3.7159 3.3456
H15 -3.5441 -4.4924 4.6580
H16 -1.9295 2.1025 -1.0137
H17 2.6450 7.2887 -1.1205
O1 -0.4813 -1.2044 -2.5133
H18 -3.1932 -4.7127 1.1700
H19 2.4785 -3.6047 -3.0902
C16 2.0951 6.8842 0.9139
H20 -2.2740 -2.1150 4.4091
H21 4.6317 0.4815 2.9743
C17 -4.2925 0.3447 -3.4893
H22 -1.1273 -3.0452 -1.2278
C18 -2.0694 -2.4855 3.4135
C19 1.4202 4.3287 -0.0011
H23 -4.7221 -3.4152 3.9099
C20 -2.2693 0.3402 -2.1820
C21 -3.7687 2.2211 -2.0941
H24 3.7522 3.6031 -0.6706
H25 2.3727 7.8642 1.2715
C22 -3.9358 -4.1405 3.7042
C23 -0.7461 4.4679 -4.5490
H26 -4.6243 3.4685 2.8067
C24 2.4671 1.9699 -1.2142
N2 -2.3542 1.2945 1.5982
N3 -0.7283 -0.3150 -0.4695
C25 -4.2410 2.5646 2.3588
Te1 0.8179 -1.5280 0.2267
H27 3.3696 -5.6661 2.2376
C26 -2.8452 -3.5091 2.8935
C27 4.8533 1.9844 -1.5233
C28 3.5797 0.0612 -2.1835
C29 -2.8981 2.4010 2.1475
H28 2.2297 -2.2859 2.4718
H29 -2.8714 -1.2637 -3.4531
C30 2.7535 -5.4534 -1.0584
H30 1.4687 0.1875 -1.9029
C31 -1.3636 -3.8706 -0.5584
C32 1.6215 -3.7266 -2.4274
H31 4.4277 -7.4754 1.0935
C33 0.1981 3.2942 -2.2140
H32 0.5292 3.0774 -5.5650
C34 4.8007 0.7073 -2.0595
H33 1.4613 6.1902 2.8444
H34 -1.0740 4.9515 -5.4578
H35 0.4170 -0.3469 2.6222
H36 4.7172 -7.3201 -0.6406
H37 3.5311 -0.9349 -2.6026
C35 -1.0267 -1.9228 2.6880
C36 1.8140 -3.5664 0.0917
H38 -2.2626 -4.3692 -0.9165
H39 5.7105 0.2172 -2.3757
C37 -6.5104 1.6585 2.1516
C38 3.2220 -5.9879 0.1298
H40 4.3170 2.2358 2.9689
C39 -4.5587 0.3620 1.4437
C40 -1.0617 -0.4310 -1.7304
P1 0.8903 2.6896 -0.6264
C41 2.4188 0.6873 -1.7654
H41 2.0311 5.0494 -1.9219
C42 -0.2448 -0.8256 3.3433
C43 1.9142 5.3003 -0.8772
C44 3.9517 -7.2968 0.1335
H42 1.0921 -3.5455 2.9624
N4 -7.6530 1.7532 2.2789
H43 5.8011 2.4989 -1.4325
H44 -5.1886 -0.4655 1.1578
C45 -5.1298 1.5345 1.9855
H45 -4.3682 -4.9848 3.1718
H46 -4.9493 -0.1405 -4.1999
H47 -0.5429 -4.5862 -0.5905
C46 -2.5835 -3.9298 1.6005
C47 1.2631 4.6808 1.3374
C48 -3.1273 -0.2815 -3.0840
H48 0.9513 -4.4426 -2.9023
C49 2.1015 -3.3613 2.5971
C50 -3.2042 0.2924 1.2785
C51 3.8700 1.2508 3.0963

3.
HN3S as an isolated structure, computed with ωB97M-V with the def2-TZVPD basis set.

energy relative to the best compared isomer or geometry (same formula, charge and spin)	3.676	eV
total energy	-15316.7853	eV
molecular weight	75.10	g/mol
spin multiplicity	1
LUMO energy (alpha / beta)	-0.9 / -1.2	eV
max |F|	0.1025	hartree/bohr

Atoms and positions in Å:
N1 -0.5495 0.0684 -1.3822
H1 1.0548 -0.8675 -1.0821
S1 0.1448 0.1437 1.4323
N2 -1.0306 0.9378 1.7847
N3 0.3804 -0.2824 -0.7528

4.
C26H42Cl3N7O6P2SYb as an isolated structure, computed with ωB97M-V with the def2-TZVPD basis set.

total charge	+3
expectation value of S²	0.751
energy relative to the best compared isomer or geometry (same formula, charge and spin)	0.000	eV
total energy	-148853.6447	eV
molecular weight	922.08	g/mol
spin multiplicity	2
LUMO energy (alpha / beta)	-8.1 / -9.9	eV
max |F|	0.0714	hartree/bohr

Atoms and positions in Å:
H1 3.7069 5.1713 1.2907
N1 6.7393 -1.8100 -2.8752
H2 4.9347 3.2505 -0.6495
O1 2.0574 1.2815 -0.8098
S1 -5.0892 -2.4122 3.4923
H3 5.3229 1.6076 2.7923
H4 7.1091 -1.5111 -3.7830
H5 -3.2682 0.5282 -3.6109
C1 -4.7313 -1.6473 -2.4375
O2 3.3481 -2.6733 -2.2329
C2 -4.4216 -0.0302 2.7163
H6 4.6054 1.1998 1.2547
H7 7.5342 -2.1468 -2.3424
C3 -4.3153 -0.8782 3.7776
C4 -0.2840 -1.9217 -3.0318
P1 2.1868 0.2016 2.2602
N2 1.0551 -0.0550 3.4102
H8 4.6192 -1.1131 4.0483
O3 4.5447 -0.8664 -1.8552
H9 -2.0277 -1.6792 -4.3794
H10 0.4924 0.4696 5.4061
H11 -0.1347 3.2780 2.2059
H12 1.6065 1.6057 4.6297
C5 -0.0608 3.3555 -1.2440
H13 0.2864 -1.7321 4.3962
C6 3.9401 -0.2818 4.2480
H14 3.6860 3.7817 2.4397
P2 1.8139 2.3208 0.2696
C7 4.4280 -2.0640 -2.2746
O4 1.7425 1.6974 1.7301
C8 -3.0922 0.3291 -2.5501
H15 2.1683 4.5479 1.9129
C9 3.8976 3.6038 -0.7694
C10 -0.9719 -0.5298 -1.5112
H16 -0.1026 1.5805 4.1399
C11 4.8050 0.8077 2.2569
H17 5.7889 -3.7094 -2.5825
C12 -5.4336 -3.2079 -4.1458
H18 -6.2872 -0.2896 -0.2094
H19 0.8127 -2.0053 2.7371
Cl1 -5.6847 -5.9021 -3.7966
H20 -0.4111 4.6886 1.1845
H21 -1.5097 3.2839 1.0796
N3 3.5891 0.4248 3.0056
H22 3.0657 -0.7084 4.7691
Yb1 2.3119 -0.9270 -1.1570
O5 2.0922 -0.7091 1.0824
N4 -1.9252 -0.5581 -2.4792
H23 5.5028 -0.0403 2.1307
Cl2 -5.7293 -0.6714 -4.8515
N5 3.0763 3.3155 0.4169
H24 0.3966 2.7104 -1.9908
H25 -5.5223 1.1836 0.4425
C13 -5.2923 -4.2822 -3.2821
H26 -4.0720 -2.5404 -0.6301
C14 -4.8754 -4.0310 -1.9757
Cl3 -6.7441 -2.8185 0.9855
H27 -5.1697 0.4584 -2.2756
H28 6.3415 -0.9521 -2.3789
H29 0.2226 4.4063 -1.4699
C15 -5.6938 -1.8650 1.9356
H30 -1.0202 0.1330 -0.6418
H31 3.9265 4.6811 -0.9894
N6 0.3106 2.9080 0.1223
H32 0.3942 -2.6446 -3.4915
H33 -0.7122 -1.1650 3.0333
H34 4.4608 0.3915 4.8984
H35 -3.9469 0.9303 2.6167
C16 -4.5102 -2.7476 -1.6059
H36 5.3301 -2.8496 -4.0588
H37 3.5056 3.0812 -1.6469
H38 -4.7066 -4.8552 -1.2839
O6 -4.1956 -0.1839 -0.4806
C17 5.6119 -2.7271 -2.9975
C18 0.3035 -1.3119 3.3917
C19 -5.1900 -1.8876 -3.7330
C20 -5.3744 0.0863 0.2746
C21 3.1773 4.2483 1.5805
C22 -0.4582 3.5698 1.2014
C23 0.7350 0.9542 4.4370
C24 -5.2147 -0.5865 1.6164
C25 -4.3663 -0.2629 -1.9578
H39 -1.1463 3.2919 -1.3646
C26 -1.5008 -1.4755 -3.4665
H40 -5.7631 -3.3628 -5.1555
N7 0.0302 -1.3035 -1.8228
H41 -2.8353 1.2583 -2.0560
H42 -3.8258 -0.6896 4.7147

5.
One molecule with the formula C9H11NO, computed with ωB97M-V with the def2-TZVPD basis set.

energy relative to the best compared isomer or geometry (same formula, charge and spin)	2.056	eV
total energy	-13047.0176	eV
molecular weight	149.19	g/mol
spin multiplicity	1
LUMO energy	0.7	eV
max |F|	0.0883	hartree/bohr

Atoms and positions in Å:
C1 -0.6661 -0.8334 1.3583
H1 1.0563 -1.2099 -0.4337
H2 0.0316 -1.5844 1.8463
N1 -1.1288 1.0155 -1.1411
C2 0.2320 0.2982 0.7914
H3 -3.0322 1.7483 -1.8407
H4 2.2634 0.1232 1.8204
C3 -2.1764 1.0535 -1.9935
C4 -0.8238 -0.5921 -2.6632
H5 0.9903 0.4226 2.8692
C5 0.7651 -0.1287 -0.5270
H6 1.4932 1.7278 1.9314
O1 -0.9324 2.4753 1.0972
H7 -1.3832 -1.1825 0.5220
H8 1.7677 0.4009 -0.7511
H9 -0.7681 -1.5002 -3.2276
C6 -0.2726 -0.0049 -1.5253
C7 -0.6125 1.5077 0.5266
C8 -2.0245 0.0680 -2.9130
H10 -1.3318 -0.2953 2.0259
C9 1.2944 0.6297 1.8581
H11 -2.6291 -0.0684 -3.7489

6.
C5H6EuO3 as an isolated structure, computed with ωB97M-V with the def2-TZVPD basis set.

total charge	+1
expectation value of S²	20.016
total energy	-30743.8224	eV
molecular weight	266.06	g/mol
spin multiplicity	9
LUMO energy (alpha / beta)	-5.5 / -5.4	eV
max |F|	0.0762	hartree/bohr

Atoms and positions in Å:
H1 -2.2571 -0.0737 -1.8915
C1 -2.1821 0.3913 -0.8958
H2 0.5745 0.2999 -0.5218
O1 0.6493 -0.7095 1.2882
H3 -4.3958 -0.0185 -0.5930
Eu1 2.9081 -1.1043 2.3496
C2 -1.3352 -0.4660 0.0168
H4 -3.7066 1.4152 0.3933
H5 -1.7988 -1.3536 0.4601
O2 4.8713 -0.4291 0.9887
O3 6.3802 0.3416 -0.5727
C3 5.5423 -0.0567 0.1000
C4 -3.5514 0.6287 -0.3489
C5 -0.0391 -0.2200 0.2707
H6 -1.6594 1.3548 -1.0438